77
Properties=species:S:1:pos:R:3 method="wB97M-V/def2-TZVPD" spin_multiplicity=2 gap_ha="0.28961 / 0.29906" total_charge=+1 s2=0.75
Ti 0.03996 -1.07031 0.53055
C 7.54241 1.21442 1.67177
C 6.24794 0.76801 1.05621
C 5.11592 0.57078 1.84849
C 3.91430 0.17675 1.29264
C 3.84523 -0.02398 -0.08104
C 4.95729 0.16140 -0.89483
C 6.15169 0.55516 -0.31625
S 2.34738 -0.51825 -0.81753
O 1.87273 -1.77800 -0.16576
O 2.52301 -0.56391 -2.23525
N 1.17377 0.42908 -0.26987
C 1.16928 1.83034 -0.55726
C 1.87757 2.39819 -1.60990
C 1.79546 3.77378 -1.75971
C 1.02234 4.51962 -0.88491
C 0.35405 3.84709 0.12394
N 0.43169 2.52931 0.29277
H 7.50636 1.15174 2.75765
H 7.76232 2.24848 1.40087
H 8.37281 0.60269 1.31881
H 5.18269 0.72724 2.91753
H 3.04861 0.02502 1.92553
H 4.88199 -0.00684 -1.95942
H 7.02393 0.69729 -0.94201
H 2.45031 1.81094 -2.31041
H 2.33098 4.25521 -2.56742
H 0.93559 5.59262 -0.97749
H -0.25958 4.38767 0.83539
C -6.84153 1.20462 -1.65010
C -6.43483 -0.10140 -1.41072
C -5.13811 -0.36239 -0.99708
C -4.22962 0.67948 -0.81756
C -4.64351 1.98531 -1.08284
C -5.94456 2.24839 -1.48612
P -2.50191 0.54052 -0.26248
C -2.02434 -1.18836 -0.72857
C -2.62318 -2.35771 -0.23299
C -2.36776 -3.58874 -0.81130
C -1.45108 -3.69334 -1.85103
C -0.80591 -2.56346 -2.33004
C -1.10549 -1.31736 -1.78875
C -2.63541 0.38403 1.56088
C -3.78715 -0.05542 2.22836
C -3.84365 -0.03531 3.60944
C -2.75195 0.41556 4.35144
C -1.60628 0.84509 3.70848
C -1.55529 0.84274 2.31662
H -7.85396 1.40567 -1.97440
H -7.12871 -0.91998 -1.54928
H -4.84225 -1.38994 -0.83361
H -3.94362 2.80584 -0.97334
H -6.25101 3.26677 -1.68425
H -3.29928 -2.29235 0.61222
H -2.86178 -4.47354 -0.43288
H -1.23205 -4.66166 -2.28051
H -0.08426 -2.63898 -3.13227
H -0.69159 -0.41828 -2.23335
H -4.65405 -0.37564 1.66331
H -4.74514 -0.35531 4.11600
H -2.80725 0.44289 5.43216
H -0.75944 1.20380 4.27793
H -0.69972 1.28721 1.80756
Br 1.42875 -5.53739 2.42153
C -0.00790 -4.91639 3.47281
C -0.51998 -5.74745 4.45635
C -1.55980 -5.30216 5.25952
C -2.07946 -4.02545 5.10238
C -1.55140 -3.18853 4.13388
C -0.52489 -3.63621 3.30773
C -0.07006 -2.72415 2.23793
O 0.28727 -1.51605 2.47659
O -0.12187 -3.06359 1.01864
H -0.10189 -6.73468 4.59242
H -1.95768 -5.96007 6.02068
H -2.88525 -3.68239 5.73666
H -1.93030 -2.18192 4.00905


22
Properties=species:S:1:pos:R:3 method="wB97M-V/def2-TZVPD" spin_multiplicity=1 gap_ha=0.35640
C -2.12971 -1.01617 -1.37033
N -1.79309 0.01457 -0.38134
C -0.35449 0.18921 -0.32292
C -2.53543 1.23981 -0.62257
H -3.16473 -1.28475 -1.22063
H -1.50985 -1.87678 -1.19585
H -1.93670 -0.64782 -2.38970
H 0.03382 0.90963 0.37745
H 0.07175 -0.80938 -0.13799
H 0.05728 0.40044 -1.33633
H -2.10994 1.98726 0.03747
H -3.54942 1.04436 -0.28837
H -2.43827 1.60387 -1.64161
H 5.54986 3.31461 1.15214
H 6.11356 2.54070 -0.01942
O 6.32646 2.81028 0.87890
H -1.82202 -1.24342 1.15731
H -1.25023 -2.61288 1.55644
O -1.73096 -1.85722 1.91003
H 2.10109 -1.10708 1.43832
H 3.17654 -2.19483 1.44379
O 2.89449 -1.40441 0.97521


66
Properties=species:S:1:pos:R:3 method="wB97M-V/def2-TZVPD" spin_multiplicity=1 gap_ha=0.36655
C 3.98296 1.10681 -0.92680
C 3.45033 1.72059 -2.19352
Cl 4.50488 2.85722 -2.94199
C 2.24957 1.46151 -2.72590
Cl 1.71316 2.24410 -4.16558
C 1.23780 0.50624 -2.17824
O 1.77513 -0.69560 -1.56447
C 0.80896 -1.18374 -0.75656
O 0.93214 -2.21320 -0.16172
O -0.24335 -0.36067 -0.72675
C 0.31871 0.95934 -1.06193
C -0.75712 1.98211 -1.30572
B -1.86082 1.52952 -2.35956
O -3.11884 1.16544 -1.95996
O -1.60129 1.49078 -3.70392
H 3.93164 0.02088 -0.95908
H 5.01704 1.39567 -0.76716
H 3.38699 1.44257 -0.07548
H 0.62300 0.13532 -3.00369
H 0.93267 1.19742 -0.18615
H -0.27445 2.92667 -1.57193
H -1.24532 2.15995 -0.34292
H -3.27232 1.28728 -1.01849
H -2.42469 1.59803 -4.19763
C 0.29371 -3.00812 3.30458
O 1.49235 -3.49731 2.71789
H 0.36506 -3.16162 4.37878
H 0.16373 -1.93945 3.11167
H -0.58058 -3.54762 2.92902
H 1.42488 -3.35843 1.76885
C -1.71663 -4.89768 -1.57228
O -1.53590 -3.49630 -1.42374
H -2.78345 -5.07663 -1.68333
H -1.20409 -5.27811 -2.46059
H -1.35879 -5.44180 -0.69369
H -0.59371 -3.33004 -1.31904
C 1.00933 5.96055 -2.39017
O 1.29566 5.06041 -1.31885
H 0.54467 6.85154 -1.98106
H 1.92991 6.24727 -2.90540
H 0.32021 5.50405 -3.10535
H 1.70955 4.28464 -1.70839
C 3.02885 -3.93152 -2.90906
O 3.68910 -3.19603 -1.89158
H 3.78917 -4.47589 -3.46412
H 2.32097 -4.65227 -2.48793
H 2.49616 -3.27110 -3.60123
H 3.01329 -2.71716 -1.40156
C 0.64430 8.48896 -5.05618
O -0.37441 8.43708 -4.06306
H 0.85761 7.46436 -5.35115
H 0.31648 9.04619 -5.93726
H 1.56073 8.94026 -4.66682
H -0.57149 9.33833 -3.79445
C -2.12276 -4.12860 6.61447
O -1.33086 -2.95539 6.78890
H -2.92356 -3.87288 5.92381
H -1.54214 -4.95039 6.18860
H -2.55685 -4.44727 7.56482
H -0.61964 -3.16790 7.39959
C -5.43012 -3.20416 8.17527
O -4.22700 -2.96133 8.89107
H -6.13802 -3.64387 8.87343
H -5.85590 -2.27803 7.78016
H -5.27153 -3.90460 7.34956
H -3.59500 -2.56641 8.28103


21
Properties=species:S:1:pos:R:3 method="wB97M-V/def2-TZVPD" spin_multiplicity=1 gap_ha=0.37297
C -0.96865 0.83677 0.55974
C -1.24109 0.42332 -0.69859
C -2.69904 0.15271 -1.05630
C -0.36173 -0.21231 -1.79191
C 1.55766 -1.44881 1.28627
C 2.12582 -0.13209 0.78682
Si 0.91695 1.33389 1.04251
H -1.82509 1.03104 1.23333
H -3.02548 -0.77150 -1.38008
H -3.31722 0.25362 -0.19596
H -2.93862 0.79883 -1.88039
H 0.05303 -1.15949 -1.49953
H 0.40514 0.42526 -2.07568
H -0.97138 -0.46027 -2.61037
H 1.15499 -1.26681 2.21862
H 0.72462 -1.80340 0.80761
H 2.33977 -2.21672 1.38656
H 2.55660 -0.26185 -0.21114
H 3.04303 0.13095 1.43706
H 0.77383 2.03563 2.30817
H 1.69688 2.31124 0.33326


53
Properties=species:S:1:pos:R:3 method="wB97M-V/def2-TZVPD" spin_multiplicity=1 gap_ha=0.25405 total_charge=-1
C 3.49202 -0.95547 1.76821
C 3.24870 0.51664 1.54637
C 4.39940 1.28751 0.96896
N 2.13197 1.06426 1.80506
Nb 0.56066 0.87767 0.59780
Cl 2.01213 0.22411 -1.28567
C -0.26126 -1.18134 1.15714
C -1.73256 -1.46981 1.51253
C -2.42939 -2.43520 0.56961
O -3.59721 -3.02931 1.15132
B 0.52502 3.12970 -0.20272
O -0.52537 4.00923 -0.20062
O 1.75780 3.58430 -0.68943
C -0.74518 1.72793 2.18440
C -0.47560 1.50509 3.54183
C -1.33705 1.98968 4.51161
C -2.47347 2.67799 4.12815
C -2.68335 2.86212 2.77378
N -1.84487 2.41740 1.84817
S -1.39882 0.80870 -1.13353
C -1.11793 -0.59470 -2.24168
O -1.36827 1.95870 -2.05508
O -2.70397 0.51535 -0.52119
H 4.55689 -1.18404 1.83796
H 3.06848 -1.49262 0.91491
H 2.98270 -1.29940 2.66720
H 4.61897 0.88355 -0.02353
H 5.28916 1.14222 1.58807
H 4.15591 2.34303 0.88060
H 0.34956 -1.39760 2.04012
H 0.05843 -1.85768 0.35308
H -2.31534 -0.54886 1.56249
H -1.79142 -1.93602 2.50382
H -1.76680 -3.26641 0.30936
H -2.71750 -1.92093 -0.34521
H -4.25414 -2.32999 1.23192
H -0.56619 4.49903 -1.03026
H 1.98054 4.41646 -0.25531
H 0.41208 0.94838 3.81870
H -1.12358 1.82851 5.56406
H -3.17898 3.07385 4.84937
H -3.56439 3.39617 2.41918
H -0.59945 -0.21904 -3.12000
H -0.50624 -1.35668 -1.76263
H -2.10090 -0.99721 -2.48774
Br -1.23481 -4.19065 -4.75274
C -0.26675 -2.99126 -5.93460
C 1.22121 -3.03282 -5.69098
Br 1.70211 -2.10929 -4.05893
H -0.67295 -1.99894 -5.76296
H -0.49763 -3.31673 -6.94635
H 1.74291 -2.52303 -6.49824
H 1.58474 -4.05258 -5.60639


16
Properties=species:S:1:pos:R:3 method="wB97M-V/def2-TZVPD" spin_multiplicity=1 gap_ha=0.36798
C -3.97311 -0.15173 1.82337
C -2.77821 0.19540 1.95929
C -0.18461 -0.83020 -0.94595
C -0.09559 0.63202 -0.75236
C 1.07338 1.27966 -0.69082
C 2.43953 -0.71515 -0.25769
H -5.01621 -0.28411 1.87010
H -1.80130 0.68639 2.05572
H 1.14494 -2.28248 -0.64015
H -1.14155 1.16615 -0.77526
H 1.08368 2.36081 -0.60244
H 3.22670 1.24452 -0.58612
N 1.23401 -1.29051 -0.54047
N 2.29985 0.69085 -0.53422
O -1.01601 -1.55873 -1.42496
O 3.50452 -1.14290 0.04193


13
Properties=species:S:1:pos:R:3 method="wB97M-V/def2-TZVPD" spin_multiplicity=1 gap_ha="0.30015 / 0.30010"
C 0.57407 0.05894 -0.20293
C 0.34739 -0.14672 1.27491
N -1.27861 -1.61108 -1.00244
O -0.20405 0.97646 -0.80546
O 0.07634 -1.36649 -0.99125
O 0.53528 2.35690 -0.16265
H 0.80831 2.70262 -1.02973
H 1.63443 0.10327 -0.47731
H -1.74294 -0.85406 -1.50514
H -1.61972 -1.66004 -0.04283
H -0.71823 -0.08673 1.51149
H 0.85373 0.64392 1.83451
H 0.73400 -1.11699 1.59883


23
Properties=species:S:1:pos:R:3 method="wB97M-V/def2-TZVPD" spin_multiplicity=1 gap_ha=0.28563
C 2.27350 0.78342 0.61889
C 1.07147 0.48143 -0.25878
C 0.00970 -0.39406 0.37280
C -0.89083 0.58009 1.19215
C -0.46469 1.99379 0.76074
N 0.24735 1.73838 -0.53664
H 3.03628 1.35454 0.08738
H 2.01677 1.33004 1.52658
H 2.70242 -0.16873 0.92526
H 1.43463 0.12583 -1.22278
H -0.59236 -0.85580 -0.40551
H 0.43832 -1.15149 1.01873
H -0.78074 0.47437 2.26728
H -1.92566 0.41669 0.90129
H 0.24795 2.46952 1.42646
H -1.30361 2.66870 0.61185
H 0.82191 2.49743 -0.89548
H -0.44321 1.47587 -1.24163
O -0.99392 -2.24246 -2.38432
Cl -1.58779 -3.18011 -1.43771
O -2.93077 -2.74723 -1.13427
O -0.79238 -3.14356 -0.21919
O -1.59434 -4.50665 -1.97311


55
Properties=species:S:1:pos:R:3 method="wB97M-V/def2-TZVPD" spin_multiplicity=1 gap_ha="0.19637 / 0.19633" total_charge=+2
N -1.92416 -0.59065 0.48556
C -2.61630 -1.55196 1.24072
O -2.61007 -2.60083 2.06341
Ag -4.19788 -1.46619 -0.16821
Ta -0.13599 0.20518 0.28337
N -0.24381 1.88891 -0.54141
N 0.89388 -1.00835 -0.74971
C -0.56643 2.31515 -1.93439
C 0.59637 -2.20120 -1.59366
C -0.73964 3.85568 -2.06438
C 0.46549 1.81484 -2.98177
C -1.91364 1.68387 -2.22182
C 0.31139 -3.36359 -0.62131
C 1.75203 -2.59193 -2.52639
C -0.64051 -1.90296 -2.46706
H -1.54488 4.22672 -1.40250
H -0.98047 3.99966 -3.11866
H 0.20042 4.38493 -1.85178
H 1.38141 2.44879 -2.88560
H 0.00093 1.96976 -3.98628
H 0.75082 0.74310 -2.80968
H -1.93613 0.56972 -2.33880
H -2.32738 2.10587 -3.14974
H -2.67856 1.92009 -1.40409
H 1.19136 -3.57603 0.01402
H 0.01990 -4.27712 -1.18944
H -0.53123 -3.07780 0.04749
H 2.65514 -2.92778 -2.01131
H 2.01530 -1.78255 -3.20684
H 1.40930 -3.43510 -3.15859
H -0.85711 -2.81998 -3.08187
H -0.41595 -1.03591 -3.15809
H -1.54748 -1.67491 -1.82914
C 0.82227 2.77282 -0.01946
H 1.23658 2.31365 0.89788
H 1.57135 2.88525 -0.85961
H 0.41393 3.77464 0.24591
C 2.31822 -0.97992 -0.29994
H 2.43158 -0.36633 0.60991
H 2.70518 -2.00399 -0.06035
H 2.95373 -0.52451 -1.09871
C -1.46595 0.96351 3.72419
Si 0.15256 0.06808 3.61075
C 1.50339 0.72409 4.67797
C -0.08269 -1.76981 3.66675
O 0.61779 0.33031 1.97946
H -1.77997 0.86710 4.77575
H -2.25513 0.54889 3.07975
H -1.37110 2.03269 3.48077
H 1.28571 0.49728 5.73238
H 2.47323 0.27595 4.44412
H 1.61030 1.80823 4.59932
H -0.95416 -2.12422 3.10556
H 0.80102 -2.31218 3.29797
H -0.22392 -2.02893 4.72760


18
Properties=species:S:1:pos:R:3 method="wB97M-V/def2-TZVPD" spin_multiplicity=1 gap_ha=0.36010
C -1.56570 -1.70474 -0.13853
C -1.74956 1.26909 0.08442
C -0.19128 -1.38685 -0.53870
O 2.93938 1.52408 0.96164
Si 3.25083 1.03884 -0.42380
Si 0.04032 0.47045 -0.18082
H -1.89131 -2.69456 -0.51621
H -1.86500 -1.42802 0.91222
H -2.18443 -1.08360 -0.71590
H -1.92848 1.03054 1.07980
H -1.61039 2.38916 -0.07866
H -2.44254 0.88141 -0.63130
H -0.01360 -1.76145 -1.50296
H 0.38104 -1.92169 0.17906
H 0.58187 1.08843 -1.45970
H 3.61783 1.80651 -1.63701
H 3.17503 -0.33733 -0.66798
H 0.78637 0.42765 1.14966


10
Properties=species:S:1:pos:R:3 method="wB97M-V/def2-TZVPD" spin_multiplicity=1 gap_ha="0.30438 / 0.27618"
C 0.43952 -1.02838 0.00642
C -0.86839 -1.19140 -0.01694
C -1.36657 1.47045 0.05887
C 1.18755 0.28633 -0.06132
O -2.45603 1.95732 0.09180
S 0.18658 1.85215 0.07184
Cl -2.11569 -2.32984 0.08689
H 1.11461 -1.76770 0.30631
H 2.15386 0.20758 0.48922
H 1.72456 0.54349 -1.03309


14
Properties=species:S:1:pos:R:3 method="wB97M-V/def2-TZVPD" spin_multiplicity=1 gap_ha=0.21513 total_charge=-1
C -1.18900 1.37604 -1.60455
S -0.58243 0.22138 -3.04335
H -2.08137 0.97859 -1.17969
H -1.48712 2.26300 -2.20616
H -0.34976 1.62589 -0.88304
C 0.29936 -0.09692 1.93136
C 1.07726 -1.02190 1.00298
C 0.67109 -1.37316 -0.30903
H 0.60659 -0.26591 3.01513
H -0.79850 -0.22961 1.73356
H 0.67433 0.91525 1.73796
H 1.98282 -1.48503 1.33515
H 1.34344 -2.02196 -0.88637
H -0.16670 -0.88566 -0.64396


79
Properties=species:S:1:pos:R:3 method="wB97M-V/def2-TZVPD" spin_multiplicity=1 gap_ha=0.25254
Pd -0.22247 0.86698 -0.33895
N -0.31810 3.04299 0.42391
C -1.15582 3.22252 1.54777
C -1.08950 4.32244 2.36610
C -2.02728 4.50573 3.39655
C -3.02906 3.59866 3.60536
C -3.09651 2.42750 2.82172
C -4.06824 1.42320 3.00744
C -3.99764 0.28060 2.25902
C -2.95713 0.13377 1.33008
N -2.06661 1.06788 1.08515
C -2.13180 2.21788 1.80337
H 0.44825 3.69726 0.36646
H -0.87130 3.08479 -0.43185
H -0.32253 5.06826 2.19588
H -1.97021 5.39437 4.01123
H -3.76980 3.75443 4.38010
H -4.84566 1.56296 3.74860
H -4.71797 -0.51641 2.38662
H -2.85018 -0.79550 0.78343
O -0.18070 2.41872 -4.12182
Cl -0.09111 1.92680 -2.79336
O 0.92056 2.65300 -2.06756
O 0.21449 0.52263 -2.80816
O -1.38971 2.12260 -2.13916
C 1.79497 -3.31509 3.36679
C 0.64472 -2.55806 3.19044
C 0.66472 -1.44953 2.35679
C 1.83318 -1.07729 1.68958
C 2.97907 -1.85263 1.86959
C 2.96169 -2.96381 2.70161
Si 1.89031 0.46454 0.58149
C 3.19570 0.17231 -0.76437
C 4.44165 0.80117 -0.72696
C 5.38027 0.58528 -1.72585
C 5.08670 -0.26326 -2.78246
C 3.85130 -0.89335 -2.83624
C 2.91688 -0.67823 -1.83587
C 2.45164 1.93499 1.63626
C 2.55363 1.84687 3.02368
C 3.01383 2.92232 3.77202
C 3.38189 4.10201 3.14236
C 3.27704 4.20779 1.76095
C 2.80939 3.13669 1.01521
H 1.78509 -4.17333 4.02690
H -0.26853 -2.83249 3.70497
H -0.23588 -0.86095 2.21183
H 3.89315 -1.58263 1.35146
H 3.85934 -3.55580 2.83094
H 4.68268 1.46233 0.09706
H 6.33875 1.08825 -1.68658
H 5.81875 -0.43562 -3.56137
H 3.61295 -1.54397 -3.66872
H 1.95003 -1.15637 -1.90570
H 2.27298 0.92564 3.52256
H 3.08966 2.83669 4.84911
H 3.75036 4.93602 3.72618
H 3.56755 5.12571 1.26382
H 2.72145 3.22130 -0.06438
N -6.58705 -5.41676 -6.12966
C -5.73522 -4.93797 -5.52447
C -4.68900 -4.34733 -4.75092
C -4.70569 -2.98268 -4.46652
C -3.72346 -2.42104 -3.67687
C -2.70919 -3.21284 -3.14234
C -2.67177 -4.56884 -3.45855
C -3.64955 -5.13138 -4.25396
N -1.74997 -2.65225 -2.27133
C -0.66726 -3.29655 -1.70353
C -0.08751 -2.40469 -0.86079
N -0.79865 -1.22853 -0.88555
C -1.77686 -1.40242 -1.73484
H -5.49648 -2.36329 -4.86641
H -3.74976 -1.35639 -3.49319
H -1.88052 -5.20196 -3.08595
H -3.61450 -6.18640 -4.48733
H -0.37804 -4.30436 -1.93394
H 0.77781 -2.52995 -0.23336
H -2.48820 -0.63594 -1.99148